A molecular structure, C29H26N4PtSb in a non-equilibrium geometry. Source: the OMol25 dataset; level of theory: the ωB97M-V functional and the def2-TZVPD basis.

Charge   +1

```
61
Properties=species:S:1:pos:R:3:forces:R:3
Pt 0.07871 0.40663 0.32623 1.4 0.6 0.4
C -3.64589 -1.57267 -0.13696 0.0 0.0 0.0
C -2.52105 -2.52121 -0.41506 0.2 0.0 0.0
C -2.67613 -3.60331 -1.27831 0.0 0.0 0.0
C -1.63144 -4.49041 -1.45790 0.0 0.0 0.0
C -0.45170 -4.28483 -0.75701 0.1 0.0 -0.1
C -0.35923 -3.16230 0.05609 -0.1 0.1 -0.1
N -1.36171 -2.30267 0.22123 -0.2 0.1 0.1
Sb 1.38136 -2.91815 1.28380 -0.1 0.2 0.2
C 0.70167 -1.36729 2.65805 -0.1 0.1 0.0
C 0.80762 -1.84123 3.95231 0.0 -0.1 0.0
C 0.57712 -1.00662 5.03927 0.0 0.0 0.0
C 0.31097 0.31051 4.78081 0.0 0.0 0.0
C 0.21990 0.76088 3.46200 0.1 0.2 0.0
C 0.02196 2.22599 3.24328 0.0 0.0 0.0
N 0.35842 -0.06418 2.41383 -0.3 -0.2 -0.2
C 2.60763 -1.57718 0.12925 0.0 0.0 0.0
C 3.71676 -2.07770 -0.53343 0.0 0.1 0.0
C 4.55890 -1.18737 -1.18634 0.0 0.0 0.0
C 4.29003 0.16446 -1.10625 0.0 0.0 0.1
C 3.17294 0.61203 -0.40627 0.0 0.1 0.0
C 2.89740 2.07662 -0.25393 0.0 0.0 0.0
N 2.33380 -0.26104 0.17527 -0.6 -0.4 -0.2
H -4.53771 -1.84117 -0.70003 0.0 0.0 0.0
H -3.35940 -0.55104 -0.38629 0.1 0.0 0.0
H -3.88387 -1.58794 0.92750 0.0 0.0 0.0
H -3.62070 -3.75059 -1.78459 0.0 0.0 0.0
H -1.74039 -5.34158 -2.11755 0.0 0.0 0.0
H 0.37229 -4.98268 -0.83814 0.0 0.0 0.0
H 1.09057 -2.87272 4.11678 0.0 0.0 0.0
H 0.64942 -1.37822 6.05270 0.0 0.0 0.0
H 0.18035 1.02497 5.58172 0.0 0.0 0.0
H 0.59196 2.78600 3.98312 0.1 0.0 0.0
H -1.02523 2.48789 3.38367 0.1 0.1 0.0
H 0.33269 2.52401 2.24391 -0.1 0.0 0.0
H 3.92375 -3.13998 -0.53322 0.0 0.0 0.0
H 5.42548 -1.54305 -1.72851 0.0 0.0 0.0
H 4.94401 0.88804 -1.57315 0.0 0.0 0.0
H 3.52355 2.66262 -0.92363 0.0 0.0 0.0
H 3.11124 2.38280 0.77229 0.0 0.0 0.0
H 1.84761 2.29567 -0.44478 0.0 0.0 0.0
C 0.70174 -0.26416 -3.80207 0.0 0.0 -0.1
C 0.02892 0.78922 -4.41258 0.0 -0.1 0.0
C -0.64998 1.69293 -3.62539 0.0 0.0 0.0
C -0.63889 1.55189 -2.24025 0.0 -0.1 0.0
N 0.05663 0.55227 -1.65893 0.0 -0.2 -0.6
C 0.69013 -0.34693 -2.43056 0.0 0.0 0.0
C -1.39050 2.33379 -1.27553 0.0 0.1 0.1
C -2.19798 3.41280 -1.63352 0.1 0.0 0.0
C -2.97956 4.03654 -0.68315 0.0 0.0 0.1
C -2.96589 3.54671 0.61701 0.0 0.1 0.0
C -2.15193 2.48079 0.96885 0.0 -0.2 0.0
C -1.30565 1.85942 0.05050 -0.7 -0.4 0.3
H 1.23165 -1.01085 -4.37512 0.0 0.0 0.0
H 0.02135 0.88739 -5.48968 0.0 0.0 0.0
H -1.21298 2.49947 -4.07083 0.0 0.0 0.0
H 1.19965 -1.14882 -1.91857 0.0 0.0 0.0
H -2.22397 3.75872 -2.65902 0.0 0.0 0.0
H -3.61038 4.87245 -0.95176 0.0 0.0 0.0
H -3.60492 3.99633 1.36679 0.0 0.0 0.0
H -2.21103 2.11806 1.98204 0.0 -0.1 0.0
```
Positions in Å, forces in eV/Å.



A molecular structure, C29H26N7O2SZn. Source: the OMol25 dataset; level of theory: the ωB97M-V functional and the def2-TZVPD basis.

Charge   +1
Energy relative to the best compared isomer or geometry (same formula, charge and spin)   0.286 eV

```
66
Properties=species:S:1:pos:R:3:forces:R:3
Zn -0.17489 1.74201 0.08535 0.0 0.0 0.0
C -3.16683 1.77143 1.16199 0.0 0.0 0.0
O -2.04483 0.91702 0.90145 0.0 0.0 0.0
C -2.26327 -0.44708 0.88236 0.0 0.0 0.0
C -3.53599 -0.96148 0.67380 0.0 0.0 0.0
C -3.75528 -2.33093 0.68127 0.0 0.0 0.0
C -2.69597 -3.20084 0.88971 0.0 0.0 0.0
C -1.43186 -2.68595 1.10754 0.0 0.0 0.0
C -1.17755 -1.31208 1.12007 0.0 0.0 0.0
N 0.12696 -0.98366 1.53910 0.1 0.0 0.0
N 0.50501 0.21289 1.40340 -0.1 -0.1 0.0
C 1.69536 0.64857 1.92493 0.0 0.0 0.0
C 1.82021 2.06809 1.84331 0.1 0.0 0.0
O 0.95115 2.81587 1.25731 0.0 0.0 0.0
C 2.95979 2.69330 2.44723 0.0 0.0 0.0
C 3.92155 1.94835 3.02535 0.0 0.0 0.0
C 3.85686 0.51630 3.07315 0.0 0.0 0.0
C 4.91424 -0.20567 3.64453 0.0 0.0 0.0
C 4.89123 -1.57881 3.69029 0.0 0.0 0.0
C 3.79035 -2.25243 3.16041 0.0 0.0 0.0
C 2.73117 -1.56721 2.60160 0.0 0.0 0.0
C 2.73290 -0.15786 2.53869 0.0 0.0 0.1
H -3.73330 1.38851 2.00934 0.0 0.0 0.0
H -3.80414 1.85943 0.28199 0.0 0.0 0.0
H -2.75126 2.74388 1.41062 0.0 0.0 0.0
H -4.36888 -0.29352 0.50968 0.0 0.0 0.0
H -4.75842 -2.70880 0.53481 0.0 0.0 0.0
H -2.85794 -4.27009 0.91495 0.0 0.0 0.0
H -0.59637 -3.33744 1.33037 0.0 0.0 0.0
H 3.01542 3.77204 2.40022 0.0 0.0 0.0
H 4.78662 2.42942 3.46698 0.0 0.0 0.0
H 5.75598 0.34271 4.04995 0.0 0.0 0.0
H 5.70961 -2.12859 4.13462 0.0 0.0 0.0
H 3.75679 -3.33414 3.19770 0.0 0.0 0.0
H 1.88707 -2.11536 2.22408 0.0 0.0 0.0
C 3.45774 -1.02027 -0.84315 0.0 0.0 0.0
N 2.17339 -1.47950 -1.36402 -0.1 0.0 0.0
C 1.80641 -2.79674 -1.53209 0.0 0.0 0.0
C 0.54034 -2.80268 -1.98017 0.0 0.0 0.0
N 0.13113 -1.47740 -2.08507 0.0 0.0 -0.1
C 1.15847 -0.66680 -1.70743 0.1 0.0 0.2
S 1.31056 1.03102 -1.64992 -0.1 0.0 -0.2
C -1.17773 -1.12390 -2.54344 0.0 0.0 0.0
C -2.21020 -2.02359 -2.31915 0.0 0.0 0.0
C -3.45053 -1.73718 -2.85735 0.0 0.0 0.0
C -3.61897 -0.56447 -3.57406 0.0 0.0 0.0
C -2.53251 0.28241 -3.69607 0.0 0.0 0.0
N -1.32434 0.01527 -3.19749 0.0 0.0 0.0
H 4.05170 -1.89639 -0.59897 0.0 0.0 0.0
H 3.29654 -0.42453 0.05341 0.0 0.0 -0.1
H 3.96787 -0.41946 -1.59235 0.0 0.0 0.0
H 2.48230 -3.60795 -1.33152 0.0 0.0 0.0
H -0.09001 -3.62184 -2.26874 0.0 0.0 0.0
H -2.06230 -2.90530 -1.71573 0.0 0.0 0.0
H -4.27508 -2.42056 -2.70535 0.0 0.0 0.0
H -4.56702 -0.30312 -4.02159 0.0 0.0 0.0
H -2.62980 1.22026 -4.23023 0.0 0.0 0.0
N -1.11881 2.98722 -2.40895 0.0 0.0 0.0
C -1.47611 4.11708 -3.03077 0.0 0.0 0.0
C -1.78303 5.04413 -2.05661 0.0 0.0 0.0
C -1.56615 4.37548 -0.85102 0.0 0.0 0.0
N -1.17075 3.12443 -1.07391 0.1 0.0 0.0
H -0.77187 2.10892 -2.79165 0.0 0.0 0.0
H -1.48015 4.18547 -4.10530 0.0 0.0 0.0
H -2.10369 6.06025 -2.19777 0.0 0.0 0.0
H -1.65892 4.74184 0.15832 0.0 0.0 0.0
```
Positions in Å, forces in eV/Å.



A molecular structure, C29H27AuIN3OP in a non-equilibrium geometry. Source: the OMol25 dataset; level of theory: the ωB97M-V functional and the def2-TZVPD basis.

Charge   +3
Energy relative to the best compared isomer or geometry (same formula, charge and spin)   0.517 eV

```
63
Properties=species:S:1:pos:R:3:forces:R:3
Au 0.23794 -1.29214 0.01064 0.2 -0.3 1.0
I 2.46925 -1.15746 1.66381 -0.7 -0.3 -0.7
C 3.67546 0.02665 0.49553 0.4 0.0 -0.2
C 4.95065 -0.45166 0.29287 -0.1 0.0 0.0
C 5.89945 0.34941 -0.35534 0.0 0.0 0.0
C 5.56016 1.62617 -0.70409 0.0 0.0 0.0
C 4.25678 2.13407 -0.47329 0.1 0.0 0.0
C 3.98373 3.49083 -0.74572 -0.1 0.0 0.0
C 2.74511 4.02573 -0.50675 0.1 0.0 0.1
C 1.70550 3.18257 -0.11606 -0.1 -0.1 0.0
C 1.91502 1.83014 0.15166 0.2 -0.2 -0.1
P 0.35084 0.98272 0.42501 -0.3 1.0 0.6
C -0.72408 1.61798 -0.82960 -0.1 -0.2 -0.3
C -0.29974 1.40738 -2.15829 -0.1 0.0 0.1
C -1.06388 1.88027 -3.20946 0.0 -0.1 0.0
C -2.25750 2.54588 -2.94642 0.0 0.0 0.1
C -2.68565 2.74671 -1.63533 0.0 0.0 -0.1
C -1.93061 2.28430 -0.57249 0.2 0.0 0.0
C -0.25569 1.31263 2.06062 -0.1 -0.3 0.1
C 0.60027 1.86015 3.02375 0.0 0.1 -0.1
C 0.12126 2.10793 4.29889 0.0 0.0 0.0
C -1.19550 1.80115 4.62062 0.0 0.0 0.0
C -2.04710 1.24960 3.66796 0.0 0.0 0.0
C -1.57897 0.98482 2.39436 0.1 0.0 0.0
C 3.23899 1.29983 0.07121 -0.1 0.1 0.1
H 5.23702 -1.43062 0.65628 0.0 0.0 -0.1
H 6.89445 -0.03281 -0.53497 0.0 0.0 0.0
H 6.29513 2.27986 -1.15692 0.0 0.0 0.0
H 4.78155 4.11371 -1.13185 0.0 0.0 0.0
H 2.56151 5.08209 -0.64578 0.0 0.0 0.0
H 0.71607 3.60726 0.00267 0.0 0.0 -0.1
H 0.64003 0.90180 -2.35847 0.0 0.1 0.0
H -0.73205 1.73969 -4.22949 0.0 0.0 0.0
H -2.85231 2.92782 -3.76634 0.0 0.0 0.0
H -3.60669 3.28075 -1.44208 0.0 0.0 0.0
H -2.25120 2.48429 0.43999 0.0 0.0 0.0
H 1.62272 2.11348 2.77242 0.0 0.0 0.0
H 0.77326 2.55107 5.03953 0.0 0.0 0.0
H -1.56087 1.98993 5.62166 0.0 0.0 0.0
H -3.07563 1.03091 3.92212 0.0 0.0 0.0
H -2.23456 0.53134 1.66178 0.0 0.0 0.0
N -4.32134 -3.67278 1.81192 0.1 0.1 -0.1
C -3.78944 -2.78023 0.96814 -0.1 0.0 0.0
C -2.40793 -2.47606 0.96314 0.1 0.0 0.1
N -1.94353 -1.57177 0.11224 0.3 0.4 -0.6
C -2.75723 -0.94379 -0.74646 -0.1 -0.1 0.1
C -4.10766 -1.26828 -0.72432 0.0 -0.1 0.2
N -4.60805 -2.16042 0.11081 -0.1 0.1 -0.1
H -3.77288 -4.19351 2.47249 0.0 0.0 0.0
H -5.31270 -3.84976 1.76778 0.0 0.0 0.0
H -1.71660 -2.96309 1.63856 0.0 0.0 0.0
H -2.34204 -0.21316 -1.42351 0.0 -0.1 0.0
H -4.79938 -0.79316 -1.41002 0.0 0.0 0.0
C -0.00491 -3.41921 -2.74664 0.1 0.1 0.1
C 0.12504 -4.08200 -1.41856 -0.1 0.0 -0.1
C 0.17938 -5.56309 -1.36334 0.0 -0.1 0.1
O 0.18695 -3.43121 -0.36207 0.3 -0.1 0.1
H -0.86536 -3.82181 -3.28446 0.0 0.0 0.0
H 0.87307 -3.65408 -3.35444 0.0 0.0 0.0
H -0.10194 -2.33662 -2.65148 0.0 0.0 0.0
H -0.68692 -5.98943 -1.87417 0.0 0.0 0.0
H 0.23593 -5.92593 -0.34156 0.0 0.0 0.0
H 1.05743 -5.90682 -1.91866 0.0 0.0 0.0
```
Positions in Å, forces in eV/Å.



Number 1: E_HOMO -0.3943 Ha. Number 2: E_HOMO -0.3604 Ha. Number 3: E_HOMO -0.6142 Ha.